[1]
The following is a quantum chemistry calculation of C14H24NO3PtS as an isolated structure, from the Open Molecules 2025 dataset.

The geometry in ORCA input format:
```
! RIJCOSX wB97M-V def2-TZVPD def2/J DEFGRID3
* xyz 1 1
Pt -0.23 0.77 -0.64
O -0.49 -2.05 -0.22
C 0.45 -2.37 -1.23
C 1.67 -1.49 -1.12
C 2.90 -2.05 -1.42
C 4.04 -1.27 -1.40
C 3.93 0.07 -1.07
C 2.68 0.57 -0.77
N 1.57 -0.18 -0.80
H -1.35 -2.39 -0.46
H 0.02 -2.24 -2.23
H 0.77 -3.41 -1.13
H 2.96 -3.10 -1.66
H 5.01 -1.70 -1.64
H 4.79 0.73 -1.05
H 2.53 1.61 -0.52
O -0.09 0.66 1.39
S 0.94 -0.22 2.15
C 0.30 -0.20 3.83
C 0.87 1.03 4.51
C 2.33 1.07 4.08
C 2.32 0.90 2.56
H 0.65 -1.13 4.29
H -0.79 -0.24 3.73
H 0.75 0.97 5.59
H 0.34 1.92 4.17
H 2.88 0.25 4.55
H 2.83 2.00 4.37
H 3.24 0.52 2.14
H 2.03 1.83 2.06
C -3.59 3.02 -1.80
C -2.11 2.92 -1.47
C -1.79 3.68 -0.20
C -1.27 3.44 -2.63
O -1.82 1.51 -1.29
H -3.86 4.04 -2.04
H -4.19 2.69 -0.95
H -3.82 2.38 -2.65
H -2.00 4.74 -0.34
H -0.74 3.58 0.08
H -2.40 3.31 0.63
H -1.44 4.51 -2.77
H -1.54 2.93 -3.56
H -0.21 3.28 -2.44
*
```

Maximum force ... 0.7 eV/A
Orbital gap ... 7.8545 eV
E ... -36614.1795 eV
Relative energy (zero: lowest compared OMol25 entry of this formula, charge and spin) ... 0.394 eV
HOMO ... -11.5 eV

Mulliken population analysis, charges in e, atoms 1 to 2:
1. Pt 0.92
2. O -0.47

=====

[2]
The following is a quantum chemistry calculation of C14H25AsIrN4O6 as an isolated structure in a non-equilibrium geometry, from the Open Molecules 2025 dataset.

The geometry in ORCA input format:
```
! RIJCOSX wB97M-V def2-TZVPD def2/J DEFGRID3
* xyz 1 1
Ir -0.37 -0.64 -0.44
O -1.93 1.08 0.31
C -1.92 2.09 1.35
C -0.64 2.88 1.24
N 0.53 2.08 1.55
C 0.53 1.24 2.73
C -0.06 -0.13 2.47
O -0.96 -0.61 3.11
O 0.52 -0.74 1.44
C 1.68 2.21 0.67
C 1.33 1.70 -0.70
O 1.15 2.40 -1.65
O 1.23 0.33 -0.83
H -2.73 0.55 0.40
H -2.77 2.76 1.22
H -2.01 1.60 2.32
H -0.55 3.24 0.22
H -0.73 3.76 1.89
H 1.56 1.09 3.06
H -0.03 1.71 3.54
H 1.98 3.26 0.56
H 2.51 1.64 1.07
C 0.46 0.29 -3.85
As -0.54 -0.97 -2.80
C 0.23 -2.65 -3.34
C -2.29 -0.97 -3.63
H 0.31 0.05 -4.90
H 1.51 0.22 -3.58
H 0.12 1.30 -3.63
H -0.05 -2.85 -4.37
H -0.11 -3.47 -2.70
H 1.31 -2.58 -3.26
H -2.39 -1.85 -4.28
H -2.39 -0.07 -4.23
H -3.07 -0.99 -2.88
C -3.82 -4.11 -0.18
N -2.36 -3.98 -0.03
C -1.56 -5.04 0.27
C -0.23 -4.91 0.49
C 0.34 -3.60 0.40
N -0.48 -2.61 0.03
C -1.79 -2.76 -0.14
O -2.39 -1.69 -0.41
N 1.59 -3.30 0.67
H -4.08 -5.16 -0.19
H -4.13 -3.63 -1.11
H -4.32 -3.61 0.65
H -2.05 -6.00 0.35
H 0.38 -5.76 0.75
H 2.24 -4.00 0.98
H 1.83 -2.32 0.75
*
```

Maximum force ... 2.2 eV/A
Orbital gap ... 6.7738 eV
E ... -96840.6089 eV
Relative energy (zero: lowest compared OMol25 entry of this formula, charge and spin) ... 1.691 eV
HOMO ... -10.4 eV

Mulliken population analysis, charges in e, atoms 1 to 2:
1. Ir 2.01
2. O -0.44

=====

[3]
The following is a quantum chemistry calculation of C14H25AsN2O10PtS4 as an isolated structure, from the Open Molecules 2025 dataset.

The geometry in ORCA input format:
```
! RIJCOSX wB97M-V def2-TZVPD def2/J DEFGRID3
* xyz -2 1
Pt 0.04 0.86 -0.35
O 2.21 2.64 -2.67
As 0.50 3.16 -2.39
O 0.39 4.68 -2.96
O 0.26 2.91 -0.74
C -0.29 1.69 -3.41
C 0.48 1.16 -4.44
C 0.05 0.04 -5.13
C -1.15 -0.57 -4.80
C -1.94 -0.03 -3.79
C -1.51 1.10 -3.10
S -2.61 1.78 -1.85
O -2.49 3.21 -2.01
O -3.91 1.21 -2.10
O -2.05 1.31 -0.55
H 2.74 3.38 -2.37
H 1.43 1.62 -4.68
H 0.66 -0.37 -5.93
H -1.48 -1.46 -5.32
H -2.89 -0.47 -3.51
N 0.86 -3.54 1.05
C 0.50 -2.32 1.10
N -0.15 -1.77 2.15
S 0.81 -1.28 -0.36
H -0.98 -4.39 1.63
H 1.32 -3.75 0.17
H -0.75 -2.46 2.61
H -0.65 -0.91 1.93
C 3.09 1.98 0.91
C 2.84 0.47 1.02
C 4.17 -0.27 0.82
C 2.28 0.16 2.40
C 1.90 0.13 -0.14
H 3.82 2.29 1.66
H 2.16 2.54 1.04
H 3.48 2.24 -0.08
H 4.88 0.00 1.61
H 4.61 -0.03 -0.14
H 4.01 -1.35 0.87
H 2.99 0.52 3.16
H 2.14 -0.91 2.55
H 1.32 0.65 2.55
H 2.47 0.18 -1.07
C -1.54 0.44 4.42
S -1.77 1.27 2.83
C -3.22 0.36 2.26
H -1.28 -0.61 4.29
H -2.45 0.51 5.02
H -0.73 0.94 4.95
H -4.05 0.50 2.95
H -3.01 -0.71 2.12
H -3.47 0.76 1.28
O -2.72 -4.83 -0.25
S -2.89 -3.86 0.81
O -1.88 -4.38 2.01
O -2.38 -2.53 0.49
O -4.17 -3.87 1.48
*
```

Maximum force ... 0.7 eV/A
Orbital gap ... 7.5773 eV
E ... -145808.6293 eV
Relative energy (zero: lowest compared OMol25 entry of this formula, charge and spin) ... 0.849 eV
HOMO ... -3.5 eV

Mulliken population analysis, charges in e, atoms 1 to 2:
1. Pt 1.15
2. O -0.65

=====

[4]
The following is a quantum chemistry calculation of an isolated ion of composition C14H25BrN3O2 and charge +1 in a non-equilibrium geometry, from the Open Molecules 2025 dataset.

The geometry in ORCA input format:
```
! RIJCOSX wB97M-V def2-TZVPD def2/J DEFGRID3
* xyz 1 1
C -3.44 -1.89 -0.92
C -1.87 -1.45 -1.06
C -1.60 -0.59 -2.42
C -0.21 -1.00 -3.12
C 0.84 0.21 -3.28
C 1.03 1.10 -1.96
C 2.57 1.02 -1.48
C 2.70 -0.28 -0.55
N 3.07 -1.57 -1.09
N 3.07 -2.33 0.04
Br 3.48 -4.16 -0.09
C 2.76 -1.70 1.27
N 2.48 -0.34 0.89
C 2.05 0.85 1.68
C 0.93 0.44 2.79
C -0.51 1.11 2.42
C -1.50 1.25 3.68
O -2.90 1.30 3.25
C -3.08 2.30 2.25
O -3.16 2.00 1.03
H -3.51 -2.93 -0.46
H -3.93 -1.08 -0.29
H -3.97 -1.91 -1.95
H -1.67 -0.73 -0.18
H -1.17 -2.36 -0.99
H -1.70 0.53 -2.25
H -2.45 -0.91 -3.14
H -0.45 -1.36 -4.19
H 0.31 -1.90 -2.61
H 0.56 0.89 -4.16
H 1.85 -0.27 -3.53
H 0.35 0.81 -1.08
H 0.82 2.20 -2.21
H 2.76 1.93 -0.79
H 3.31 1.02 -2.36
H 2.71 -2.10 2.34
H 2.91 1.45 2.13
H 1.48 1.53 0.94
H 1.25 0.94 3.78
H 0.86 -0.69 2.95
H -0.26 2.19 2.09
H -0.97 0.59 1.51
H -1.43 0.30 4.33
H -1.20 2.18 4.28
H -3.15 3.42 2.53
*
```

Maximum force ... 6.0 eV/A
Orbital gap ... 8.8129 eV
E ... -93518.9461 eV
Structure (SMILES) ... CCCCCCCc1nn(Br)c[n+]1CCCCOC=O
Relative energy (zero: lowest compared OMol25 entry of this formula, charge and spin) ... 0.000 eV
HOMO ... -13.0 eV

Mulliken population analysis, charges in e, atoms 1 to 2:
1. C -0.98
2. C 0.60

=====

[5]
The following is a quantum chemistry calculation of C14H25CdNO4 as an isolated structure, from the Open Molecules 2025 dataset.

The geometry in ORCA input format:
```
! RIJCOSX wB97M-V def2-TZVPD def2/J DEFGRID3
* xyz 2 1
Cd 0.14 -0.22 -0.04
C -0.39 -1.05 3.25
O 0.34 -0.23 2.32
C 1.76 -0.23 2.52
C 2.40 -1.42 1.85
O 2.07 -1.37 0.44
C 2.02 -2.66 -0.20
C 0.75 -3.39 0.14
O -0.34 -2.48 -0.08
C -1.63 -3.11 0.10
H -0.18 -0.72 4.27
H -0.13 -2.10 3.14
H -1.45 -0.91 3.04
H 2.00 -0.23 3.58
H 2.14 0.70 2.09
H 2.04 -2.35 2.28
H 3.49 -1.38 1.96
H 2.89 -3.25 0.08
H 2.08 -2.46 -1.27
H 0.73 -3.73 1.18
H 0.64 -4.26 -0.51
H -1.77 -3.88 -0.66
H -2.39 -2.34 0.00
H -1.69 -3.56 1.09
O -1.47 -0.52 -1.76
C -2.09 0.66 -2.35
C -1.15 1.39 -3.28
C 0.18 1.77 -2.61
C -0.02 2.58 -1.36
C -0.23 3.95 -1.43
C -0.45 4.68 -0.27
C -0.47 4.01 0.95
C -0.26 2.65 0.96
N -0.05 1.95 -0.17
H -1.38 -1.21 -2.44
H -2.39 1.28 -1.51
H -3.00 0.35 -2.87
H -1.66 2.29 -3.63
H -0.94 0.78 -4.17
H 0.79 2.34 -3.31
H 0.75 0.87 -2.37
H -0.19 4.44 -2.39
H -0.60 5.75 -0.31
H -0.63 4.53 1.88
H -0.27 2.09 1.88
*
```

Maximum force ... 0.4 eV/A
Orbital gap ... 10.0145 eV
E ... -29153.1790 eV
Relative energy (zero: lowest compared OMol25 entry of this formula, charge and spin) ... 0.097 eV
HOMO ... -16.1 eV

Mulliken population analysis, charges in e, atoms 1 to 2:
1. Cd 1.37
2. C -0.79

=====

[6]
The following is a quantum chemistry calculation of C14H25Cl2N3OSW as an isolated structure in a non-equilibrium geometry, from the Open Molecules 2025 dataset.

The geometry in ORCA input format:
```
! RIJCOSX wB97M-V def2-TZVPD def2/J DEFGRID3
* xyz 2 1
W 0.30 0.20 0.50
C -1.68 -2.17 0.27
N -0.65 -1.46 -0.53
C 0.37 -2.49 -0.91
C -1.31 -0.94 -1.77
C -0.40 0.06 -2.45
N -0.06 1.13 -1.47
C -1.18 2.12 -1.41
C 1.14 1.88 -1.94
H -2.11 -2.97 -0.34
H -2.46 -1.47 0.57
H -1.21 -2.60 1.15
H -0.15 -3.32 -1.40
H 0.85 -2.84 0.00
H 1.11 -2.06 -1.57
H -2.25 -0.48 -1.47
H -1.55 -1.78 -2.43
H -0.87 0.49 -3.34
H 0.54 -0.40 -2.77
H -1.28 2.58 -2.40
H -0.93 2.89 -0.68
H -2.11 1.64 -1.13
H 0.90 2.36 -2.90
H 1.97 1.19 -2.05
H 1.39 2.65 -1.21
Cl 3.37 -0.78 -2.21
C 4.01 -1.03 -0.61
C 5.30 -1.54 -0.52
C 5.85 -1.77 0.73
C 5.12 -1.50 1.88
C 3.84 -0.99 1.77
Cl 2.97 -0.70 3.24
C 3.27 -0.75 0.52
N 1.96 -0.26 0.42
H 5.85 -1.75 -1.42
H 6.85 -2.16 0.81
H 5.53 -1.67 2.87
C -2.58 1.56 3.61
S -1.31 1.71 2.38
C 0.02 0.70 3.07
O -1.68 0.78 1.17
H -2.83 0.51 3.75
H -3.43 2.14 3.25
H -2.18 2.01 4.52
H 0.96 1.25 3.18
H 0.16 -0.26 2.50
H -0.27 0.27 4.04
*
```

Maximum force ... 1.6 eV/A
Orbital gap (alpha / beta) ... 7.1081 / 7.1154 eV
E ... -59130.5587 eV
Relative energy (zero: lowest compared OMol25 entry of this formula, charge and spin) ... 1.046 eV
HOMO (alpha / beta) ... -14.5 / -14.5 eV

Mulliken population analysis, charges in e, atoms 1 to 2:
1. W 1.10
2. C -1.11

=====

[7]
The following is a quantum chemistry calculation of a 7-piece molecular cluster, C14H25Cl8N3 overall in a non-equilibrium geometry, from the Open Molecules 2025 dataset.

The geometry in ORCA input format:
```
! RIJCOSX wB97M-V def2-TZVPD def2/J DEFGRID3
* xyz 0 1
Cl -1.32 -3.56 -0.29
C -2.73 -4.61 -0.03
C -3.03 -4.97 1.39
Cl -3.80 -3.63 2.32
H -2.50 -5.47 -0.67
H -3.61 -4.12 -0.45
H -2.12 -5.26 1.90
H -3.75 -5.78 1.29
Cl 2.28 7.09 0.03
C 2.31 6.77 1.82
C 1.34 5.74 2.31
Cl 1.91 4.16 1.60
H 2.16 7.75 2.27
H 3.35 6.53 2.05
H 0.34 5.94 1.93
H 1.40 5.65 3.39
Cl 3.42 -4.84 0.39
C 1.86 -4.84 1.30
C 2.16 -4.93 2.84
Cl 0.61 -4.72 3.80
H 1.38 -5.80 1.09
H 1.27 -4.01 0.92
H 2.73 -4.06 3.14
H 2.63 -5.90 3.01
Cl -1.59 1.38 0.70
C 0.00 1.06 -0.02
C 0.29 -0.42 -0.03
Cl 0.66 -1.18 1.54
H 0.73 1.71 0.46
H 0.05 1.35 -1.07
H 1.20 -0.66 -0.57
H -0.56 -1.00 -0.39
C 2.03 -4.50 -2.87
C 2.32 -3.10 -2.56
N 2.49 -1.99 -2.36
H 2.86 -5.15 -2.60
H 1.92 -4.70 -3.94
H 1.22 -4.84 -2.22
C 0.40 4.48 -1.95
C -0.05 3.65 -3.10
N -0.46 2.98 -3.93
H 0.04 5.51 -1.98
H 1.49 4.53 -1.97
H 0.10 4.04 -1.00
C -3.49 3.83 -1.54
C -4.67 4.10 -0.69
N -5.60 4.34 -0.06
H -3.77 4.03 -2.58
H -3.13 2.82 -1.36
H -2.77 4.59 -1.26
*
```

Maximum force ... 2.0 eV/A
Orbital gap ... 10.8907 eV
E ... -119572.7446 eV
Structure (SMILES) ... ClCCCl.ClCCCl.ClCCCl.ClCCCl.CC#N.CC#N.CC#N
Relative energy (zero: lowest compared OMol25 entry of this formula, charge and spin) ... 0.387 eV
HOMO ... -10.5 eV

Mulliken population analysis, charges in e, atoms 1 to 2:
1. Cl -0.10
2. C -0.65

=====

[8]
The following is a quantum chemistry calculation of C14H25ClIN2OP2Ru as an isolated structure in a non-equilibrium geometry, from the Open Molecules 2025 dataset.

The geometry in ORCA input format:
```
! RIJCOSX wB97M-V def2-TZVPD def2/J DEFGRID3
* xyz 3 5
C 1.49 -2.78 -2.63
C 1.33 -1.99 -1.38
H 2.27 -3.49 -2.40
H 1.82 -2.22 -3.51
H 0.62 -3.36 -2.94
O 1.97 -2.27 -0.33
I -1.48 -0.75 -3.95
Ru -0.01 -0.62 -1.62
P -0.79 -1.72 0.40
C -0.49 -1.16 2.14
C -2.57 -1.94 0.03
H -2.71 -2.93 -0.41
H -1.14 -4.00 1.36
H -2.83 -1.18 -0.71
H -0.28 -4.06 -0.19
H -0.63 -0.08 2.18
H -3.17 -1.84 0.94
C -0.38 -3.51 0.75
H -1.18 -1.65 2.85
H 0.58 -3.58 1.28
H 0.55 -1.40 2.42
P 1.75 0.64 -0.90
C 2.08 1.11 0.84
C 3.49 0.07 -1.24
H 0.75 2.26 -2.36
H 2.42 1.85 -2.86
H 2.15 2.97 -1.47
C 1.77 2.09 -2.01
H 3.55 -0.41 -2.22
H 4.18 0.92 -1.23
H 2.86 1.89 0.88
H 2.42 0.23 1.40
H 3.81 -0.64 -0.48
H 1.17 1.50 1.29
Cl -1.46 1.35 -2.19
N -4.56 1.62 3.79
C -3.74 1.82 2.97
C -2.71 2.18 2.03
C -2.12 3.44 2.06
C -1.04 3.78 1.26
C -0.63 2.78 0.38
N -1.05 1.51 0.52
C -2.24 1.28 1.06
H -2.56 4.17 2.72
H -0.51 4.74 1.24
H 0.02 2.99 -0.47
H -2.79 0.39 0.71
*
```

Maximum force ... 6.7 eV/A
Orbital gap (alpha / beta) ... 6.7616 / 4.7214 eV
E ... -61699.9667 eV
Relative energy (zero: lowest compared OMol25 entry of this formula, charge and spin) ... 0.234 eV
HOMO (alpha / beta) ... -18.8 / -19.2 eV

Mulliken population analysis, charges in e, atoms 1 to 2:
1. C -1.53
2. C 0.87

=====

[9]
The following is a quantum chemistry calculation of C14H25F6I2NO6Si2 as an isolated structure in a non-equilibrium geometry, from the Open Molecules 2025 dataset.

The geometry in ORCA input format:
```
! RIJCOSX wB97M-V def2-TZVPD def2/J DEFGRID3
* xyz 0 1
C 0.77 0.46 3.59
C 1.01 -0.45 2.42
C 1.33 0.24 1.12
N 1.03 -1.72 2.50
Si -0.18 -2.64 3.28
O -1.25 -3.27 2.16
Si -2.34 -2.26 1.46
O -2.80 -2.80 -0.02
C -3.86 -2.00 2.54
I -5.21 -3.61 2.18
C -4.43 -0.59 2.33
C -3.51 0.47 2.94
I -6.34 -0.33 3.32
H 1.36 1.37 3.51
H 1.02 -0.03 4.52
H -0.28 0.76 3.64
H 2.40 0.39 1.06
H 1.03 -0.44 0.33
H 0.78 1.17 1.01
H 0.41 -3.79 3.97
H -1.01 -1.81 4.19
H -1.72 -0.95 1.23
H -2.13 -2.55 -0.66
H -3.52 -2.06 3.57
H -4.56 -0.40 1.27
H -4.05 1.40 3.06
H -3.20 0.15 3.94
H -2.64 0.64 2.33
C -3.24 -0.26 -5.79
C -3.98 -0.45 -4.48
O -3.08 -0.29 -3.35
C -2.84 0.95 -2.97
O -3.26 1.96 -3.44
C -1.92 0.91 -1.73
F -0.92 0.04 -1.89
F -2.63 0.53 -0.66
F -1.40 2.11 -1.49
H -2.39 -0.94 -5.85
H -3.91 -0.45 -6.62
H -2.87 0.76 -5.88
H -4.36 -1.46 -4.39
H -4.81 0.24 -4.38
C 4.17 2.23 -0.21
C 4.73 1.87 -1.57
O 6.17 1.89 -1.56
C 6.76 0.80 -1.09
O 6.22 -0.19 -0.67
C 8.29 0.95 -1.19
F 8.68 2.15 -0.78
F 8.67 0.79 -2.47
F 8.89 0.03 -0.46
H 4.57 3.19 0.12
H 3.09 2.30 -0.26
H 4.45 1.49 0.53
H 4.45 2.61 -2.32
H 4.37 0.90 -1.91
*
```

Maximum force ... 1.2 eV/A
Orbital gap ... 9.0603 eV
E ... -76964.7645 eV
Relative energy (zero: lowest compared OMol25 entry of this formula, charge and spin) ... 0.327 eV
HOMO ... -8.8 eV

Mulliken population analysis, charges in e, atoms 1 to 2:
1. C -1.24
2. C 0.79

=====

[10]
The following is a quantum chemistry calculation of an isolated molecule of C14H25N3O3 in a non-equilibrium geometry, from the Open Molecules 2025 dataset.

The geometry in ORCA input format:
```
! RIJCOSX wB97M-V def2-TZVPD def2/J DEFGRID3
* xyz 0 1
C -2.34 -3.86 1.27
C -1.06 -3.09 1.44
C -1.07 -1.74 0.72
C -2.12 -0.80 1.30
C 0.35 -1.12 0.84
N 0.49 -0.04 -0.13
C 0.76 -0.13 -1.42
O 0.98 -1.21 -1.95
C 0.93 1.15 -2.25
C 0.00 1.08 -3.47
C -0.32 2.51 -3.78
C -0.33 3.18 -2.42
N 0.57 2.43 -1.59
C 1.29 2.99 -0.61
C 0.88 4.33 0.00
O 2.29 2.47 -0.16
C 0.69 -0.57 2.25
O 0.30 0.54 2.63
N 1.54 -1.24 3.04
C 2.07 -2.60 2.84
H -2.58 -3.97 0.21
H -3.17 -3.44 1.85
H -2.10 -4.87 1.64
H -0.26 -3.67 0.96
H -0.84 -2.93 2.47
H -1.29 -1.91 -0.36
H -2.00 -0.69 2.39
H -2.03 0.18 0.83
H -3.10 -1.27 1.08
H 1.06 -1.90 0.55
H 0.50 0.91 0.29
H 1.95 1.22 -2.62
H -0.91 0.52 -3.18
H 0.43 0.56 -4.33
H -1.26 2.56 -4.30
H 0.48 2.94 -4.37
H -0.04 4.21 -2.48
H -1.35 3.13 -2.00
H 1.09 5.16 -0.64
H -0.17 4.28 0.22
H 1.34 4.48 0.96
H 1.74 -0.82 3.95
H 2.37 -2.75 1.79
H 2.92 -2.85 3.47
H 1.28 -3.34 3.05
*
```

Maximum force ... 3.4 eV/A
Orbital gap ... 9.8736 eV
E ... -25537.7054 eV
Structure (SMILES) ... CC[C@@H](C)[C@@H](NC(=O)[C@H]1CCCN1C(C)=O)C(=O)NC
Relative energy (zero: lowest compared OMol25 entry of this formula, charge and spin) ... 0.654 eV
HOMO ... -9.1 eV

Mulliken population analysis, charges in e, atoms 1 to 2:
1. C -1.55
2. C -0.47